No. 1
Here is one molecule with the formula C22H34N4O2 from the Open Molecules 2025 dataset. Energies are from ωB97M-V/def2-TZVPD.

**2S+1**: 1
**HOMO-LUMO gap**: 8.4681 eV
**Energy above the lowest of the compared OMol25 structures with the same formula, charge and spin**: 1.621 eV

```
62
Properties=species:S:1:pos:R:3:forces:R:3
C -2.75397 -3.52472 -1.01279 0.39 -0.30 -0.05
N -3.73520 -2.63496 -0.45990 -0.14 0.02 0.07
C -4.42317 -2.84079 0.69187 -0.05 -0.17 0.29
C -5.23189 -1.75974 0.91940 0.00 0.00 -0.02
C -5.02744 -0.85319 -0.14307 -0.01 -0.07 -0.06
C -5.67117 0.48545 -0.33382 0.00 -0.03 -0.28
C -4.63571 1.51040 -0.77186 -0.38 0.07 0.20
O -4.65047 1.98397 -1.89439 -0.07 -0.08 -0.43
N -3.69859 1.87416 0.13639 0.19 0.34 0.12
C -3.49270 1.31210 1.44932 0.03 -0.42 0.19
C -2.25060 0.41973 1.45906 0.01 0.40 0.12
C -1.00920 1.18828 0.97819 -0.29 -0.23 -0.08
N 0.14297 0.31474 1.06235 0.09 0.07 0.13
C 1.40767 0.87745 1.46280 0.14 0.18 -0.03
C 2.23526 1.44750 0.30300 -0.02 -0.09 0.16
C 2.49478 0.35969 -0.74977 -0.12 -0.06 -0.13
C 3.47906 -0.67348 -0.21185 -0.01 0.39 -0.32
O 3.14095 -1.74824 0.25400 -0.21 -0.34 0.12
N 4.78665 -0.33873 -0.26030 0.36 -0.14 0.15
C 5.41292 0.83284 -0.84007 -0.06 0.52 -0.24
C 6.90490 0.49648 -0.84631 -0.06 0.03 0.10
C 7.05053 -0.42289 0.36357 -0.10 -0.03 -0.14
C 5.77625 -1.25371 0.29270 0.03 -0.34 0.25
C 1.16497 -0.28783 -1.15518 0.07 -0.12 0.17
C 0.32666 -0.71262 0.06168 0.01 -0.22 -0.10
C -1.32038 1.81681 -0.39182 -0.02 0.21 0.36
C -2.57818 2.68122 -0.29838 0.11 0.07 -0.46
C -4.09463 -1.42840 -0.97138 -0.19 0.35 -0.15
H -2.51440 -3.21465 -2.02878 -0.03 -0.02 0.04
H -3.13893 -4.54571 -1.03704 0.02 0.06 -0.04
H -1.83606 -3.51427 -0.41702 -0.05 0.00 -0.08
H -4.28940 -3.73705 1.26500 0.05 -0.19 0.08
H -5.90259 -1.63062 1.74658 -0.12 0.00 0.19
H -6.41524 0.43666 -1.13366 0.07 0.15 0.13
H -6.17534 0.80201 0.58058 0.01 -0.01 0.00
H -4.36062 0.73801 1.76402 0.00 0.10 0.03
H -3.35185 2.14326 2.15260 -0.07 -0.06 0.01
H -2.07213 0.04142 2.46548 0.05 -0.02 0.04
H -2.42901 -0.43250 0.80493 -0.04 -0.10 -0.03
H -0.82904 2.00648 1.68773 -0.01 -0.01 -0.02
H 1.23386 1.65339 2.21251 0.03 -0.06 0.02
H 1.98306 0.07149 1.93298 0.06 0.09 0.08
H 3.17605 1.83981 0.69294 0.05 0.08 -0.01
H 1.69513 2.27349 -0.16515 0.03 0.04 0.00
H 2.93818 0.82210 -1.63882 -0.01 -0.04 0.11
H 5.03783 1.03000 -1.84778 0.03 0.05 0.09
H 5.22179 1.71938 -0.22317 0.02 0.00 -0.11
H 7.52663 1.38714 -0.78355 0.01 0.03 -0.07
H 7.16140 -0.04575 -1.75703 0.02 0.01 -0.04
H 7.94770 -1.03599 0.32309 0.04 -0.01 0.06
H 7.06754 0.16502 1.28202 0.02 0.00 0.05
H 5.43346 -1.62194 1.26138 0.07 -0.04 -0.11
H 5.89515 -2.11629 -0.37308 0.01 -0.01 0.10
H 1.36575 -1.17394 -1.76030 -0.03 0.00 -0.07
H 0.61049 0.42477 -1.76823 -0.01 0.01 -0.03
H -0.64928 -1.06318 -0.27599 -0.06 -0.06 -0.01
H 0.84408 -1.54565 0.54695 -0.15 0.00 -0.15
H -0.48662 2.43169 -0.73302 0.06 -0.02 -0.07
H -1.50156 1.03127 -1.12645 0.03 -0.06 -0.10
H -2.83078 3.10156 -1.27346 0.05 0.03 0.21
H -2.42757 3.49638 0.41849 -0.01 -0.01 -0.02
H -3.67793 -1.05932 -1.88817 0.13 0.05 -0.21
```
Forces are in eV/Å.

No. 2
Here is a 2-piece molecular cluster, C22H34NO7P overall in a non-equilibrium geometry from the Open Molecules 2025 dataset. Energies are from ωB97M-V/def2-TZVPD.

**2S+1**: 1
**HOMO-LUMO gap**: 2.3535 eV
**Charge**: -2

```
65
Properties=species:S:1:pos:R:3:forces:R:3
C 3.50430 4.18521 1.06575 1.11 0.23 0.65
C 2.74183 4.09145 2.47465 -0.02 -0.32 -0.22
C 1.31945 3.34611 2.44120 0.93 -0.45 0.10
O 0.84822 3.03709 1.07941 -0.34 -0.09 2.44
C -0.33119 2.22374 1.28544 -1.72 -0.51 -0.72
C -0.27962 0.72324 0.77973 -0.21 -4.08 -1.26
C -1.69107 -0.00205 0.60702 1.42 -2.19 0.03
C -3.05403 0.80625 0.89396 0.23 -0.61 -1.30
C -3.53476 1.38345 -0.56374 0.15 0.52 0.09
C -3.64215 2.98651 -0.60777 0.04 0.00 -0.81
O -2.67508 3.47746 -1.61662 0.06 0.58 1.02
C -1.82149 -1.50235 0.15978 2.72 1.31 0.59
C -0.55069 -2.35208 -0.12466 0.18 2.50 0.51
C 0.84129 -1.63574 0.00862 -1.45 0.53 0.45
C 0.96067 -0.13891 0.45386 -1.91 -0.73 0.85
C 2.42814 0.47532 0.56081 -0.34 0.01 -0.96
C 2.69916 1.29721 -0.83104 -0.28 -0.25 -0.93
C 1.63682 0.89085 -2.00229 1.02 1.20 -0.59
C 4.16259 1.03680 -1.44704 -1.09 0.14 -0.20
C 1.94641 -2.70638 -0.33860 -1.24 1.70 1.29
O 3.22255 -2.65385 -0.33825 -3.74 -0.41 -0.50
N 1.15147 -3.91081 -0.66271 2.06 0.40 -1.42
P 1.77449 -4.71544 -2.10934 -0.80 -2.42 -0.13
C 2.29010 -3.44580 -3.43274 1.25 1.10 0.33
O 3.25012 -5.56086 -1.70487 -0.59 2.98 -0.83
C -0.34334 -3.86150 -0.54031 -1.78 1.37 0.49
O -1.17382 -4.80142 -0.70832 3.48 3.23 0.43
H 4.26351 5.05725 1.15219 -1.22 -1.31 -0.22
H 2.83276 4.38751 0.16724 0.84 -0.44 1.39
H 4.16089 3.24292 0.91470 -1.38 1.46 -0.03
H 3.40668 3.49514 3.21268 -1.01 1.15 -1.17
H 2.59573 5.14229 2.89688 0.21 -1.39 -0.57
H 0.56313 4.00167 3.01038 0.87 -1.10 -0.89
H 1.43383 2.31503 2.96010 -0.28 1.78 -0.53
H -0.66394 2.24645 2.39649 0.62 -0.12 -1.70
H -1.19894 2.74414 0.71539 1.41 -0.88 0.78
H -2.92555 1.65141 1.65561 -0.03 -1.17 -1.13
H -3.89417 0.12734 1.26543 1.39 0.59 -0.41
H -4.53299 0.91005 -0.89039 1.57 0.67 0.68
H -2.73304 1.09688 -1.34878 -1.41 0.51 1.28
H -4.67194 3.34138 -0.99750 1.47 -0.60 0.96
H -3.36822 3.49885 0.37579 -0.70 -0.90 -1.08
H -2.14902 4.21560 -1.23086 -0.70 -0.94 -0.37
H -2.85603 -2.00306 0.07698 1.56 1.00 0.29
H 3.17934 -0.38193 0.63384 -1.09 1.07 -0.20
H 2.59047 1.15345 1.47998 -0.47 -1.01 -1.49
H 2.58174 2.42921 -0.70553 0.04 -1.78 0.18
H 0.60223 1.35833 -1.83993 1.46 -1.09 -0.09
H 1.61868 -0.22816 -2.22133 -0.22 1.52 0.57
H 2.05870 1.39728 -2.95967 -0.67 -0.76 1.36
H 4.93309 1.04168 -0.60345 -0.79 -0.09 -1.40
H 4.35134 1.86392 -2.23778 0.00 -1.29 1.40
H 4.11284 0.03825 -2.02229 0.45 1.37 1.15
H 1.59989 -3.52198 -4.33999 0.76 0.07 1.51
H 2.35316 -2.36167 -3.03287 -0.21 -1.67 -0.74
H 3.34475 -3.72158 -3.78946 -1.39 0.35 0.45
H 3.93893 -4.85397 -1.81876 -0.47 -0.99 0.63
O -5.56002 -2.39918 0.89063 -0.21 0.26 0.04
C -6.00703 -3.51693 1.46401 -0.13 1.07 -0.37
C -4.79555 -4.57316 1.61935 0.18 -1.27 0.41
O -5.25007 -5.69907 2.16789 0.41 0.13 -0.10
H -6.80989 -4.06479 0.93464 0.19 -0.20 -0.53
H -6.44003 -3.41976 2.47862 0.38 0.19 0.40
H -4.00460 -4.03060 2.17411 -0.18 0.25 0.54
H -4.34107 -4.65368 0.61377 -0.40 -0.16 -0.40
```
Forces are in eV/Å.

No. 3
Here is C22H34O20Pd2 as an isolated structure in a non-equilibrium geometry from the Open Molecules 2025 dataset. Energies are from ωB97M-V/def2-TZVPD.

**2S+1**: 5
**HOMO-LUMO gap (alpha / beta)**: 6.2089 / 3.3943 eV
**⟨S²⟩**: 6.018
**Charge**: +2

```
78
Properties=species:S:1:pos:R:3:forces:R:3
Pd -3.42821 -1.38246 -0.68181 0.22 0.72 -0.33
Pd -3.72249 0.70457 2.08414 0.18 -0.39 -0.54
C -7.33485 -0.57335 0.09739 -0.33 1.07 -1.21
C -6.21569 -1.18444 0.91695 0.51 -0.89 0.03
O -4.93600 -0.61707 0.69642 0.71 0.03 -0.19
H -8.25801 -1.14486 0.17518 0.09 -0.06 0.63
H -7.17286 -0.55052 -0.98524 0.56 -0.24 0.14
H -7.48842 0.47185 0.36725 -0.21 -0.14 0.29
H -6.08468 -2.22824 0.60123 -0.30 -0.02 0.26
H -6.42906 -1.08752 1.98222 -0.11 -0.05 -0.02
C 0.06483 -0.53430 -0.21312 -0.24 -0.13 0.81
C -0.70597 -0.03606 1.01055 0.84 0.43 -1.39
O -2.06762 -0.18473 0.84174 -0.53 0.06 0.66
H 1.13923 -0.40995 -0.08742 -0.08 -0.04 0.17
H -0.21696 0.00809 -1.11007 -0.24 -0.19 -0.07
H -0.16090 -1.59938 -0.23107 0.12 -0.04 -0.75
H -0.48150 1.02416 1.22558 -0.19 -0.02 0.40
H -0.35265 -0.59412 1.90323 -0.35 0.16 0.37
C -1.12569 -2.83608 -5.45265 1.01 0.11 0.62
C -0.41212 -1.46682 -5.57749 -1.58 -0.32 -1.16
O -0.70552 -0.81246 -4.32077 -0.07 -0.11 0.09
C -1.42610 -1.63803 -3.57169 1.49 -0.37 0.13
O -1.90686 -1.29658 -2.51170 -0.88 0.16 0.91
O -1.38027 -2.87725 -4.01444 -1.24 -0.07 -0.32
H -0.48675 -3.68696 -5.66171 -0.02 0.01 -0.15
H -2.05185 -2.90197 -6.01508 -0.12 0.01 0.19
H -0.96885 -0.87633 -6.30320 0.49 0.07 -0.26
H 0.62594 -1.56410 -5.87341 0.25 0.39 0.69
C 1.40474 -4.16894 -0.39862 -1.55 1.01 1.38
C 0.86048 -3.63669 0.94723 1.06 0.31 -0.13
O 1.16902 -4.73949 1.78468 -0.75 0.15 0.31
C 0.97220 -5.86364 1.03481 0.48 0.28 -0.43
O 0.81283 -6.94729 1.44862 -0.16 -0.55 0.33
O 1.02854 -5.53244 -0.28934 0.30 -0.02 -0.19
H 2.47621 -3.98583 -0.37787 0.11 -0.37 -0.61
H 0.83482 -3.68566 -1.18836 0.51 -0.25 -0.53
H -0.20761 -3.38564 0.96074 -0.10 -0.47 -0.09
H 1.39357 -2.75359 1.30346 0.16 -0.14 0.08
C 2.97306 1.39122 1.30505 0.60 0.13 0.78
C 4.41473 0.90287 1.01957 -0.70 0.57 0.68
O 5.00701 2.02968 0.38601 0.01 -0.22 -0.72
C 4.04241 2.82148 -0.13928 0.37 -0.03 0.93
O 4.20868 3.70875 -0.89822 -0.09 0.04 -0.42
O 2.85711 2.49659 0.42700 -1.15 -0.22 -0.54
H 2.80526 1.71639 2.33401 0.33 0.23 -0.03
H 2.19199 0.64342 1.16128 0.19 0.05 -0.52
H 4.37658 0.03720 0.35999 0.49 -0.06 -0.01
H 4.98040 0.76489 1.93449 -0.01 -0.57 -0.06
C 0.65910 -2.13015 6.58603 0.07 -0.63 0.29
C 1.52583 -3.01088 5.71644 0.72 -0.58 -0.29
O 2.08185 -2.05624 4.78281 -0.12 0.37 -0.06
C 1.28902 -0.97667 4.75570 -0.90 -0.99 -0.48
O 1.33005 -0.10853 3.93440 0.18 0.31 -0.24
O 0.28651 -1.10190 5.65291 0.40 0.42 0.46
H 1.21287 -1.74285 7.44150 -0.06 0.38 -0.15
H -0.23243 -2.63011 6.95141 -0.08 0.07 -0.11
H 0.97572 -3.79357 5.18631 -0.14 0.34 -0.23
H 2.39030 -3.51089 6.14788 -0.20 0.20 0.53
C 1.02079 2.10383 -2.73012 2.97 -0.45 -1.65
C 2.10061 2.33466 -3.80508 -0.61 -0.97 -0.87
O 1.56772 3.48781 -4.46039 0.30 0.46 0.64
C 1.01554 4.23773 -3.46547 -0.22 -0.52 -0.55
O 0.67653 5.36107 -3.52526 0.01 0.41 -0.01
O 0.80871 3.44484 -2.36215 -0.88 -0.37 0.71
H 1.54739 1.44059 -2.04135 -0.68 0.51 0.98
H 0.23855 1.56894 -3.27129 -0.76 0.46 0.56
H 2.10415 1.48640 -4.49375 0.12 0.27 -0.21
H 3.12125 2.51446 -3.46939 -0.14 0.19 0.36
C -0.06818 4.15089 0.55023 -1.10 -0.43 -0.18
C -0.84318 5.25422 -0.14588 0.18 -0.72 -1.28
O -0.36972 6.41674 0.50432 0.14 -0.28 -0.12
C 0.90829 6.13120 0.96592 -1.58 0.55 0.22
O 1.62749 6.95992 1.38122 0.68 -0.01 0.06
O 1.09829 4.79274 0.97093 0.78 -0.02 0.01
H 0.12430 3.34262 -0.15415 0.40 0.00 0.15
H -0.60858 3.75596 1.42390 0.10 0.08 0.09
H -1.91931 5.08355 -0.22235 -0.12 0.57 1.03
H -0.58160 5.25528 -1.21156 0.47 0.35 0.16
```
Forces are in eV/Å.

No. 4
Here is a 2-piece molecular cluster, C22H35BBrFN2O7S overall in a non-equilibrium geometry from the Open Molecules 2025 dataset. Energies are from ωB97M-V/def2-TZVPD.

**2S+1**: 1
**HOMO-LUMO gap**: 3.8955 eV

```
70
Properties=species:S:1:pos:R:3:forces:R:3
C -2.63874 2.71514 -2.91073 -0.96 -0.63 -0.54
C -3.49778 2.42553 -1.66852 1.14 1.00 0.22
C -3.13949 1.22016 -0.78540 -1.12 0.59 0.20
F -4.25931 0.35459 -0.88628 0.23 -0.52 -0.06
C -1.86785 0.46221 -1.12974 -0.20 -1.18 -0.24
C -0.56594 1.12147 -0.65812 1.03 0.77 -0.23
B -0.69821 2.70812 -0.20989 -1.02 1.01 -0.10
C -0.29281 3.94404 -1.09606 0.56 -0.33 -0.15
O -1.22998 2.94642 1.01054 1.01 -1.77 -0.36
C 0.58869 1.11055 -1.67885 -1.11 -0.61 -0.06
C 0.43800 0.77026 -3.01939 0.63 0.21 0.25
C 1.58920 0.81452 -3.79169 -0.83 -0.21 -0.23
C 2.77769 1.18100 -3.21984 1.60 0.17 -0.57
N 2.97375 1.55412 -1.95468 -1.27 -0.46 -0.37
C 1.84428 1.49840 -1.24805 0.76 0.50 1.02
C -0.11555 0.50980 0.67472 -1.50 0.91 -0.24
N 0.21996 -0.94032 0.58130 0.02 -0.44 0.36
C 1.68613 -1.24288 0.58002 1.17 -0.69 0.25
O 2.30151 -0.64432 1.65834 -0.06 0.20 -0.25
C 2.39474 -1.52282 2.78723 -0.39 0.76 0.36
O 2.69677 -0.73116 3.86835 0.31 -0.21 -0.12
C 3.76296 -1.23079 4.66235 0.29 -0.48 0.27
C 3.34550 -2.34940 5.62254 0.06 0.28 0.67
O 3.17663 -1.79818 6.93056 -0.14 -0.07 -0.13
C -0.51469 -1.64876 -0.52271 -0.30 0.00 -0.19
C -0.51588 -3.14897 -0.18791 0.67 -0.27 -0.10
C 0.51691 -3.92210 -0.99734 0.61 0.14 -1.03
O 0.96861 -3.60975 -2.05835 -0.52 -0.32 1.28
Br 1.13773 -5.55580 -0.09854 -0.22 0.34 -0.16
C -1.94186 -1.05145 -0.70924 0.49 -0.51 0.24
S -2.87940 -1.37317 0.85887 -0.84 0.47 0.41
C -2.68949 -1.83894 -1.83197 0.31 -0.34 0.06
C -1.79461 -2.28816 -2.97205 0.01 -0.01 -0.62
O -1.55053 -1.63257 -3.95764 -0.16 -0.05 0.59
H -3.06087 2.17189 -3.76256 0.14 -0.10 -0.04
H -1.60019 2.42058 -2.84780 0.12 0.25 0.19
H -2.73293 3.76413 -3.17598 0.28 0.12 0.09
H -3.44463 3.30517 -1.02295 0.05 0.00 0.06
H -4.53523 2.38938 -1.98421 -0.15 -0.42 0.19
H -3.15536 1.54080 0.25501 0.24 -0.09 0.10
H -1.91518 0.33311 -2.21040 0.43 0.44 -0.11
H -1.00279 4.76125 -0.98877 -0.14 -0.06 0.15
H -0.11877 3.74663 -2.15295 0.11 0.02 -0.01
H 0.64484 4.33473 -0.68083 0.01 0.07 0.00
H -0.57556 3.32977 1.64728 -1.35 1.90 0.87
H -0.50628 0.49072 -3.45621 -0.02 -0.07 -0.07
H 1.55518 0.55988 -4.83981 0.04 -0.03 -0.08
H 3.66242 1.17246 -3.84938 0.05 0.08 0.05
H 1.96014 1.80872 -0.21241 0.04 0.02 0.02
H 0.63302 1.10240 1.18293 0.54 -0.51 -0.02
H -0.98632 0.58262 1.32412 0.04 -0.11 0.15
H -0.13544 -1.36748 1.43932 0.03 0.23 0.13
H 1.85449 -2.32263 0.67343 -0.58 -0.14 -0.25
H 2.14705 -0.95742 -0.36147 -0.24 0.52 -0.04
H 3.16731 -2.27418 2.59739 -0.08 -0.15 -0.05
H 1.39993 -1.96821 2.95403 0.10 -0.32 -0.15
H 4.59634 -1.58040 4.04312 -0.14 0.08 -0.29
H 4.14419 -0.41762 5.27161 -0.17 0.20 -0.04
H 2.39776 -2.81391 5.33861 0.01 0.06 -0.25
H 4.10144 -3.13517 5.66997 0.06 0.00 -0.23
H 3.76538 -2.25003 7.53544 0.02 -0.02 0.13
H 0.10347 -1.48699 -1.40758 -0.23 0.12 -0.20
H -0.25775 -3.33922 0.85436 -0.18 0.04 0.10
H -1.48366 -3.62383 -0.33898 -0.07 0.02 -0.10
H -2.04274 -2.04900 1.67297 0.27 0.06 -0.45
H -3.13138 -2.71914 -1.36818 -0.08 -0.11 -0.18
H -3.49451 -1.24763 -2.25978 0.02 0.17 0.20
H -1.37873 -3.31335 -2.90387 -0.04 0.10 0.05
O -0.93009 5.02354 2.83407 0.57 -0.52 -0.26
H -1.87148 5.22164 2.88863 0.02 -0.15 -0.08
```
Forces are in eV/Å.

Question: Which value of 2S+1 does entry 4 give?
Answer: 1

Question: What is the formula in the third record?
Answer: C22H34O20Pd2

Question: Look up the 2S+1 of the second one.
Answer: 1

Question: Number 3 is which compound?
Answer: C22H34O20Pd2